Entry 1:
Formula: C23H51O23P2V2
Source: the OMol25 dataset
Level of theory: the ωB97M-V functional and the def2-TZVPD basis

```
101
Properties=species:S:1:pos:R:3:forces:R:3
O 0.1098 0.1691 4.8210 -2.0 1.7 -0.2
V -1.0411 1.0768 4.1911 3.6 -1.2 -2.3
O -0.4000 2.4801 3.8618 -0.8 -1.5 0.8
O -0.2487 -4.5360 2.3373 0.2 0.2 1.0
V -0.8987 -3.5537 3.3602 2.0 1.2 -2.5
O 0.3018 -2.9614 4.2568 -2.3 -1.1 -0.7
O -1.0219 -0.5013 0.2474 -0.5 -0.1 -0.1
C -0.9779 -0.7919 1.5233 0.7 -0.3 0.4
O -0.9078 -2.0112 1.8201 -0.6 -0.8 1.3
O -0.9541 0.2010 2.3125 -1.1 0.9 1.5
H -1.0817 -1.3586 -0.2350 0.5 0.2 -0.4
C -6.5199 -5.0825 1.7255 -0.7 -0.6 0.1
O -5.2733 -4.9298 2.4387 0.0 0.3 0.2
P -4.0646 -4.2661 1.7366 -1.0 -0.7 -1.0
O -2.8709 -4.1977 2.6016 0.7 1.1 1.3
O -3.8556 -5.1666 0.4828 0.3 -0.2 -0.3
C -2.6512 -5.0278 -0.2892 0.5 -0.1 -0.4
O -4.6423 -2.9280 1.1222 1.0 0.3 0.7
C -4.1544 -1.6398 1.5029 -0.3 1.1 0.0
H -6.6536 -6.1503 1.5715 -0.1 0.0 0.0
H -6.5870 -4.5726 0.7671 0.5 0.1 0.0
H -7.3237 -4.7071 2.3535 0.1 0.0 0.2
H -1.8653 -5.6562 0.1297 0.0 0.2 0.3
H -2.3245 -3.9872 -0.3458 0.0 0.0 0.1
H -2.8183 -5.3875 -1.3019 -0.4 0.1 0.1
H -3.4320 -1.6214 2.3200 0.1 -0.6 -0.1
H -4.9810 -1.0140 1.8418 -0.2 -0.2 -0.2
H -3.7075 -1.1648 0.6309 0.0 -0.1 0.0
C 0.1436 6.7499 -1.8497 0.1 0.3 0.0
O -0.2475 5.4577 -1.3809 0.0 -0.1 -0.3
P -1.4196 5.2727 -0.3275 0.8 -0.1 0.3
O -2.6566 5.9703 -0.6214 -0.4 0.3 -0.1
O -1.5551 3.7157 -0.2312 -0.2 -0.1 0.0
C -0.4708 2.8240 0.0251 0.4 -0.2 -0.1
O -0.7220 5.6183 1.0625 -0.2 0.0 0.3
C -0.4888 6.9805 1.4275 0.2 0.2 0.1
H 0.5902 6.6323 -2.8339 0.0 -0.1 0.0
H 0.8885 7.1901 -1.1823 0.0 -0.1 0.0
H -0.7032 7.4338 -1.9291 -0.1 -0.2 0.0
H 0.4342 3.1034 -0.5142 -0.1 0.2 0.0
H -0.7741 1.8489 -0.3339 -0.1 -0.1 0.0
H -0.2414 2.7673 1.0885 -0.1 0.1 0.0
H 0.5854 7.1699 1.4131 0.0 0.0 -0.1
H -0.8292 7.1617 2.4450 -0.2 -0.2 0.0
H -1.0080 7.6667 0.7594 0.0 0.0 0.0
O 4.4260 -4.0995 3.6507 0.0 -0.8 -0.4
C 3.8870 -3.0559 3.8603 0.6 0.6 0.5
O 3.0954 -2.4148 2.9895 -0.2 0.0 -0.1
C 2.9258 -3.0012 1.6963 -0.3 -0.1 -0.7
C 3.8656 -2.3948 0.6733 0.2 0.4 -0.1
C 4.1611 -2.2404 5.0967 -0.7 -0.2 0.4
H 1.8976 -2.7775 1.4035 0.0 0.1 0.2
H 3.0259 -4.0859 1.7031 0.1 0.0 0.4
H 3.9372 -1.3153 0.8257 0.0 0.0 0.0
H 3.4719 -2.5316 -0.3350 0.0 -0.1 0.0
H 4.8726 -2.8090 0.6940 0.0 -0.1 0.2
H 3.3039 -1.6349 5.3922 0.1 0.3 -0.3
H 5.0510 -1.6404 4.9153 -0.1 0.2 0.0
H 4.3493 -2.9004 5.9402 0.2 -0.2 -0.2
O 4.8434 4.1077 1.1509 0.4 0.2 0.3
C 3.6892 3.9924 0.8548 0.2 -0.3 -0.5
O 2.9132 3.0054 1.3381 -0.2 -0.1 -0.3
C 3.5447 2.0906 2.2438 -0.1 0.1 0.8
C 2.6001 0.9384 2.4679 -0.2 0.0 -0.1
C 2.9845 4.8549 -0.1547 0.2 0.3 0.3
H 3.7127 2.6270 3.1820 0.1 0.0 0.0
H 4.5289 1.7561 1.9198 -0.1 0.2 -0.5
H 3.0940 0.1592 3.0463 -0.1 -0.1 0.0
H 2.2513 0.5239 1.5189 0.2 -0.1 0.0
H 1.7138 1.2614 3.0124 0.1 0.1 0.0
H 2.3689 5.5821 0.3792 -0.3 -0.2 -0.1
H 2.4069 4.2483 -0.8465 -0.2 0.1 0.1
H 3.7313 5.4363 -0.6879 0.1 -0.1 -0.1
O -0.4774 -2.4720 -1.5902 -0.2 -0.1 -0.2
C 0.0716 -3.4401 -2.0901 0.3 0.2 0.5
O 0.1451 -3.6614 -3.3917 -0.3 0.2 0.3
C -0.3342 -2.5920 -4.2623 0.2 -0.5 -0.4
C -0.4335 -3.1920 -5.6402 0.4 -0.3 -0.3
C 0.8124 -4.4803 -1.2952 -0.4 -0.2 -0.7
H 0.4425 -1.8315 -4.2191 -0.3 0.3 0.0
H -1.3013 -2.2275 -3.9347 0.1 0.1 0.3
H 0.5384 -3.5907 -5.9372 0.0 0.1 -0.1
H -0.7305 -2.4501 -6.3799 0.0 0.1 0.1
H -1.1322 -4.0270 -5.6885 -0.1 0.1 0.2
H 0.4924 -4.4950 -0.2598 0.1 0.1 0.1
H 1.8753 -4.2713 -1.4112 0.1 0.0 0.3
H 0.6432 -5.4435 -1.7787 0.1 -0.1 0.2
O -0.4604 1.9054 -5.4895 -0.2 -0.1 0.0
C 0.1179 2.5065 -4.6229 0.8 0.1 -0.7
O -0.4145 2.8462 -3.4498 -0.4 -0.4 0.5
C -1.7633 2.3967 -3.2662 -1.3 1.0 0.3
C -1.9584 0.9180 -3.1511 0.6 -1.2 -0.8
C 1.5418 3.0017 -4.7385 -0.7 0.1 0.8
H -2.3936 2.8315 -4.0483 0.3 -0.4 -0.4
H -2.1673 2.8995 -2.3882 0.6 0.0 0.3
H -1.7062 0.4188 -4.0894 -0.1 0.2 -0.2
H -2.9983 0.6516 -2.9610 0.0 0.2 0.3
H -1.2895 0.4116 -2.4509 -0.2 0.4 0.5
H 1.9586 2.9970 -3.7306 0.3 -0.1 -0.2
H 1.4990 4.0505 -5.0334 0.1 -0.1 -0.3
H 2.0894 2.3805 -5.4333 0.1 0.1 -0.1
```
Forces are in eV/Å.

The value obtained for the HOMO energy is -11.87 eV. As for the energy above the lowest of the compared OMol25 structures with the same formula, charge and spin: 0.0 kJ/mol. As for the spin multiplicity: 1. As for the total charge: +1.

Here are the Löwdin charges for atoms 1 to 99, given in e: atom 1 (O): -0.2544, atom 2 (V): 1.1449, atom 3 (O): -0.2414, atom 4 (O): -0.2480, atom 5 (V): 1.0535, atom 6 (O): -0.2899, atom 7 (O): 0.1482, atom 8 (C): -0.7034, atom 9 (O): -0.0390, atom 10 (O): -0.0587, atom 11 (H): 0.0970, atom 12 (C): -0.0521, atom 13 (O): -0.1688, atom 14 (P): 0.3667, atom 15 (O): -0.2638, atom 16 (O): -0.1687, atom 17 (C): -0.0533, atom 18 (O): -0.1627, atom 19 (C): -0.0652, atom 20 (H): 0.1011, atom 21 (H): 0.0925, atom 22 (H): 0.0982, atom 23 (H): 0.0946, atom 24 (H): 0.0795, atom 25 (H): 0.1038, atom 26 (H): 0.0654, atom 27 (H): 0.1027, atom 28 (H): 0.0995, atom 29 (C): -0.0838, atom 30 (O): -0.2260, atom 31 (P): 0.3236, atom 32 (O): -0.2028, atom 33 (O): -0.2032, atom 34 (C): -0.0655, atom 35 (O): -0.2169, atom 36 (C): -0.0913, atom 37 (H): 0.0899, atom 38 (H): 0.0811, atom 39 (H): 0.0933, atom 40 (H): 0.0793, atom 41 (H): 0.0675, atom 42 (H): 0.0759, atom 43 (H): 0.0817, atom 44 (H): 0.0899, atom 45 (H): 0.0879, atom 46 (O): 0.1212, atom 47 (C): -0.5521, atom 48 (O): -0.0350, atom 49 (C): -0.2257, atom 50 (C): -0.0469, atom 51 (C): 0.0261, atom 52 (H): 0.0998, atom 53 (H): 0.1230, atom 54 (H): 0.0694, atom 55 (H): 0.0668, atom 56 (H): 0.0856, atom 57 (H): 0.0786, atom 58 (H): 0.0959, atom 59 (H): 0.0884, atom 60 (O): 0.1176, atom 61 (C): -0.5398, atom 62 (O): -0.0131, atom 63 (C): -0.2109, atom 64 (C): -0.0555, atom 65 (C): 0.0326, atom 66 (H): 0.1320, atom 67 (H): 0.1254, atom 68 (H): 0.0731, atom 69 (H): 0.0839, atom 70 (H): 0.0394, atom 71 (H): 0.0812, atom 72 (H): 0.0729, atom 73 (H): 0.0937, atom 74 (O): 0.0579, atom 75 (C): -0.5206, atom 76 (O): 0.0119, atom 77 (C): -0.1904, atom 78 (C): -0.0610, atom 79 (C): 0.0440, atom 80 (H): 0.1335, atom 81 (H): 0.1145, atom 82 (H): 0.0841, atom 83 (H): 0.0865, atom 84 (H): 0.0827, atom 85 (H): 0.0654, atom 86 (H): 0.0949, atom 87 (H): 0.0991, atom 88 (O): 0.1012, atom 89 (C): -0.5518, atom 90 (O): -0.0015, atom 91 (C): -0.2173, atom 92 (C): -0.0680, atom 93 (C): 0.0330, atom 94 (H): 0.1346, atom 95 (H): 0.1059, atom 96 (H): 0.0623, atom 97 (H): 0.0880, atom 98 (H): 0.0661, atom 99 (H): 0.0788


Entry 2:
Formula: C23H52BN4O7PS2
Source: the OMol25 dataset
Level of theory: the ωB97M-V functional and the def2-TZVPD basis

```
90
Properties=species:S:1:pos:R:3:forces:R:3
C 2.5941 -2.1018 2.2097 0.0 0.0 -0.2
C 3.6040 -2.0960 1.0442 -0.1 -0.1 0.2
C 3.3781 -3.2263 0.0386 -0.2 0.3 0.0
C 2.0076 -3.1284 -0.6243 0.1 -0.1 -0.1
C 1.7237 -4.2402 -1.6370 -0.1 0.0 0.0
C 0.6381 -3.8753 -2.6512 -0.1 -0.2 0.0
C -0.7488 -3.6585 -2.0044 0.1 -0.1 -0.1
C -1.5408 -2.4385 -2.5021 -0.3 0.2 -0.3
N -1.7158 -1.3824 -1.4766 0.1 -0.2 0.7
C -0.4785 -0.6275 -1.2270 0.1 0.2 -0.1
C -0.7088 0.7432 -0.6093 0.0 0.1 0.0
C -1.4765 1.7064 -1.5334 0.0 0.0 0.0
C -0.7877 3.0611 -1.7135 -0.1 0.0 0.1
C -1.0163 4.0275 -0.5479 0.0 0.1 0.1
C -0.2192 3.7296 0.7267 0.0 -0.1 0.0
C 1.3119 3.7174 0.5553 0.1 0.0 0.3
C 2.0239 2.5599 1.2876 0.0 0.0 -0.2
C -2.4448 -1.7677 -0.3683 0.0 0.0 -0.4
S -1.9254 -1.8052 1.1843 -0.1 0.1 0.0
S -4.0947 -2.2283 -0.8324 0.0 -0.1 0.0
C -4.5524 -3.4272 0.4379 0.1 0.0 0.3
C -5.3258 -2.9431 1.6801 -0.1 -0.1 0.0
C -6.2209 -1.6771 1.5049 -0.1 0.0 0.1
B -5.5323 -0.4584 2.1870 -0.1 -0.1 -0.1
P -4.6246 1.0347 1.3507 0.5 0.0 0.3
O -3.3783 1.4638 2.0534 0.0 0.0 -0.2
H 3.0822 -1.8952 3.1636 0.0 0.0 0.0
H 1.8086 -1.3555 2.0777 0.0 0.0 0.0
H 2.0887 -3.0699 2.2874 0.1 0.0 0.1
H 3.5403 -1.1392 0.5176 0.1 0.0 0.0
H 4.6152 -2.1711 1.4491 0.0 0.0 -0.1
H 3.4854 -4.1858 0.5527 0.0 -0.1 -0.1
H 4.1458 -3.1652 -0.7378 0.1 -0.2 0.1
H 1.9428 -2.1657 -1.1459 0.1 0.0 0.1
H 1.2299 -3.1227 0.1464 0.0 0.1 -0.1
H 1.4029 -5.1516 -1.1179 0.1 0.0 0.1
H 2.6496 -4.4965 -2.1615 0.0 0.0 0.0
H 0.5552 -4.6978 -3.3677 0.1 0.1 -0.1
H 0.9427 -2.9973 -3.2302 0.0 0.1 0.1
H -0.6424 -3.5982 -0.9165 0.0 0.1 -0.1
H -1.3554 -4.5465 -2.1970 0.0 0.0 0.1
H -1.0445 -1.9663 -3.3517 0.0 0.0 0.0
H -2.5314 -2.7321 -2.8409 0.1 0.0 0.0
H -0.0246 -0.4725 -2.2115 0.0 -0.1 0.1
H 0.2229 -1.2186 -0.6314 -0.2 0.1 0.1
H 0.2785 1.1623 -0.3889 0.0 -0.1 -0.1
H -1.2122 0.6519 0.3503 0.0 0.0 0.1
H -1.6151 1.2426 -2.5161 0.1 0.0 0.0
H -2.4803 1.8868 -1.1376 0.0 -0.1 0.0
H -1.1548 3.5289 -2.6321 0.0 0.0 0.0
H 0.2810 2.8874 -1.8615 0.0 0.1 -0.1
H -0.8115 5.0558 -0.8694 0.1 -0.1 0.0
H -2.0814 4.0004 -0.2865 0.0 0.1 0.0
H -0.4843 4.4818 1.4776 0.0 -0.1 0.0
H -0.5618 2.7785 1.1446 0.0 0.0 -0.1
H 1.5898 3.6945 -0.5001 -0.1 0.0 0.0
H 1.7158 4.6532 0.9494 -0.1 -0.1 -0.2
H 2.4174 1.8216 0.5828 -0.1 0.0 0.0
H 2.8748 2.9190 1.8682 -0.1 0.0 0.0
H 1.3440 2.0294 1.9572 0.0 0.1 0.1
H -3.6085 -3.8724 0.7561 -0.1 -0.1 0.0
H -5.1122 -4.2030 -0.0866 -0.1 0.2 -0.1
H -5.9803 -3.7655 1.9794 0.1 0.0 0.0
H -4.6239 -2.8082 2.5057 0.0 0.1 -0.1
H -6.4971 -1.5308 0.4590 0.1 0.0 0.0
H -7.1456 -1.8630 2.0626 0.0 0.0 -0.1
H -5.5655 -0.3778 3.3754 0.1 0.0 0.0
H -5.6243 2.0409 1.2968 -0.1 -0.1 -0.1
H -4.4689 0.7423 -0.0197 -0.1 0.0 -0.1
C 1.2059 7.3341 3.4554 0.0 0.0 0.1
N 2.1225 6.7184 2.4566 0.0 0.0 0.1
O 2.7865 5.7675 2.8100 0.1 0.0 0.0
O 2.1363 7.2108 1.3495 0.0 0.1 -0.1
H 1.2993 6.7836 4.3833 0.0 0.0 0.0
H 1.5038 8.3722 3.5667 0.0 0.0 0.0
H 0.2012 7.2726 3.0481 0.0 0.0 0.0
C 0.5390 5.0807 -5.6599 -0.1 0.0 0.0
N 0.3236 3.7178 -5.1016 0.0 0.1 0.0
O -0.6236 3.0796 -5.5077 -0.1 0.0 -0.1
O 1.1130 3.3427 -4.2644 0.2 -0.1 0.0
H -0.2400 5.2770 -6.3862 0.0 0.0 0.0
H 0.5022 5.7753 -4.8259 0.0 0.0 0.0
H 1.5269 5.0904 -6.1101 0.0 0.0 0.0
C 4.9764 -4.7253 3.5441 0.0 0.0 0.1
N 5.8542 -5.2964 2.4848 -0.1 0.1 0.0
O 6.4677 -6.3094 2.7365 0.1 -0.1 0.0
O 5.8868 -4.6961 1.4326 0.1 0.0 -0.1
H 5.0422 -5.3598 4.4194 0.0 0.0 0.0
H 5.3299 -3.7181 3.7440 0.0 0.0 0.0
H 3.9683 -4.6884 3.1411 0.0 0.0 0.0
```
Forces are in eV/Å.

The value obtained for the HOMO energy is -8.45 eV. Its SMILES is CCCCCCCCN(CCCCCCCC)C(=S)SCCCB[PH2]=O.C[N+](=O)[O-].C[N+](=O)[O-].C[N+](=O)[O-]. As for the spin multiplicity: 1.

So, what does the Löwdin scheme give us? The charges, in e, come out as: atom 1 (C): -0.1079, atom 2 (C): -0.2519, atom 3 (C): -0.2310, atom 4 (C): -0.2290, atom 5 (C): -0.2084, atom 6 (C): -0.2008, atom 7 (C): -0.1619, atom 8 (C): -0.1814, atom 9 (N): -0.1837, atom 10 (C): -0.2037, atom 11 (C): -0.1835, atom 12 (C): -0.1742, atom 13 (C): -0.2180, atom 14 (C): -0.1995, atom 15 (C): -0.2047, atom 16 (C): -0.2356, atom 17 (C): -0.1006, atom 18 (C): -1.0604, atom 19 (S): 0.7500, atom 20 (S): 0.9281, atom 21 (C): -0.4834, atom 22 (C): -0.2562, atom 23 (C): -0.2275, atom 24 (B): -0.2165, atom 25 (P): 0.6455, atom 26 (O): -0.4911, atom 27 (H): 0.0618, atom 28 (H): 0.0626, atom 29 (H): 0.0657, atom 30 (H): 0.1004, atom 31 (H): 0.0869, atom 32 (H): 0.0976, atom 33 (H): 0.1163, atom 34 (H): 0.1088, atom 35 (H): 0.0928, atom 36 (H): 0.1180, atom 37 (H): 0.1112, atom 38 (H): 0.1049, atom 39 (H): 0.1073, atom 40 (H): 0.0900, atom 41 (H): 0.1123, atom 42 (H): 0.1175, atom 43 (H): 0.0757, atom 44 (H): 0.1298, atom 45 (H): 0.0799, atom 46 (H): 0.1008, atom 47 (H): 0.0611, atom 48 (H): 0.1090, atom 49 (H): 0.0932, atom 50 (H): 0.0947, atom 51 (H): 0.0869, atom 52 (H): 0.1073, atom 53 (H): 0.1065, atom 54 (H): 0.1021, atom 55 (H): 0.0898, atom 56 (H): 0.0959, atom 57 (H): 0.0605, atom 58 (H): 0.0575, atom 59 (H): 0.0604, atom 60 (H): 0.0686, atom 61 (H): 0.0484, atom 62 (H): 0.0728, atom 63 (H): 0.1065, atom 64 (H): 0.0887, atom 65 (H): 0.0771, atom 66 (H): 0.0968, atom 67 (H): 0.0569, atom 68 (H): -0.0070, atom 69 (H): -0.0193, atom 70 (C): 0.0473, atom 71 (N): -0.4567, atom 72 (O): 0.0633, atom 73 (O): 0.0633, atom 74 (H): 0.0939, atom 75 (H): 0.0983, atom 76 (H): 0.0990, atom 77 (C): 0.0472, atom 78 (N): -0.4553, atom 79 (O): 0.0645, atom 80 (O): 0.0582, atom 81 (H): 0.0927, atom 82 (H): 0.1008, atom 83 (H): 0.0990, atom 84 (C): 0.0493, atom 85 (N): -0.4478, atom 86 (O): 0.0719, atom 87 (O): 0.0599, atom 88 (H): 0.0937, atom 89 (H): 0.1011, atom 90 (H): 0.0886